Record 1
Below is a 3-piece molecular cluster, C4H13NO2 overall at a distorted geometry, with properties calculated with the ωB97M-V functional and the def2-TZVPD basis.

XYZ file:
```
20
Properties=species:S:1:pos:R:3:forces:R:3:nbo_charge:R:1
C -0.59885 -1.32306 1.28587 -2.6 0.8 0.4 -0.642
C -1.19138 0.04460 0.91441 2.2 0.8 -2.0 -0.296
C -1.11817 1.14318 1.66790 0.6 0.2 2.4 0.026
N -1.27051 2.53622 1.36483 -1.0 -1.9 -0.9 -0.622
C -2.68386 2.86679 1.00768 0.8 1.3 0.7 -0.414
H -1.30911 -2.11697 1.54738 -0.5 0.4 0.2 0.208
H -0.25055 -1.71536 0.34727 1.6 -0.1 0.2 0.219
H -0.05839 -1.10959 2.19416 1.3 -0.7 -0.2 0.219
H -0.84685 0.28482 -0.12608 -1.7 -0.1 0.3 0.198
H -0.84167 0.99955 2.74380 -0.4 -0.1 -0.6 0.150
H -1.03501 3.09316 2.16890 0.2 -0.1 0.1 0.364
H -3.23295 2.03823 0.57829 0.3 -0.1 -0.2 0.214
H -3.17222 3.13881 1.96429 -0.3 0.1 -0.7 0.177
H -2.62800 3.74306 0.33321 -0.5 -0.5 0.3 0.200
O 5.78589 -1.31154 -2.95740 0.3 0.0 0.0 -0.929
H 6.62329 -1.45823 -2.50735 -0.1 -0.1 0.2 0.464
H 6.07504 -0.93771 -3.79375 -0.2 0.1 -0.2 0.465
O 0.70426 -3.25739 -3.30636 0.0 -0.7 0.9 -0.927
H 0.21373 -2.65405 -2.74045 -0.1 0.3 -0.2 0.463
H 0.83534 -4.00452 -2.68661 0.1 0.4 -0.7 0.465
```
Positions in Å, forces in eV/Å.

Results
Energy = -9941.542 eV
SMILES = C/C=C/NC.O.O

=====

Record 2
Below is a 2-piece molecular cluster, C4H6O overall at a distorted geometry, with properties calculated with the ωB97M-V functional and the def2-TZVPD basis.

XYZ file:
```
11
Properties=species:S:1:pos:R:3:forces:R:3:nbo_charge:R:1
C 2.07371 0.72218 0.92405 -3.2 -1.4 0.0 0.465
C -0.52408 0.32001 -0.82198 3.2 1.9 0.4 -0.472
C -0.23969 -1.07215 -0.41561 0.7 -1.9 1.4 -0.461
C -0.09520 0.03448 0.64139 1.9 0.6 -1.8 -0.276
O 2.46649 1.48973 0.13915 0.3 0.2 -0.2 -0.488
H 2.65570 0.22784 1.75181 -0.5 0.3 -0.4 0.141
H 0.33036 0.94740 -1.28766 -1.3 -1.4 0.2 0.226
H -1.45948 0.74953 -1.12347 -0.6 -0.3 0.3 0.224
H -1.00471 -1.86558 -0.25234 0.0 1.2 -0.2 0.220
H 0.66662 -1.68388 -0.68638 -0.6 1.3 -0.1 0.219
H -0.78388 0.27762 1.43728 0.2 -0.4 0.2 0.203
```
Positions in Å, forces in eV/Å.

Results
Energy = -6288.220 eV

=====

Record 3
Below is C18H52GaN6O3P2 as an isolated structure at a distorted geometry, with properties calculated with the ωB97M-V functional and the def2-TZVPD basis.

XYZ file:
```
82
Properties=species:S:1:pos:R:3:forces:R:3:mulliken_charge:R:1
C 0.98396 -2.98469 2.84470 0.2 0.1 -0.3 -1.519
C 0.14158 -3.38168 1.61034 -0.2 0.1 0.0 0.886
C 0.00353 -4.91110 1.47366 0.3 0.1 -0.3 -1.557
C -1.24158 -2.67728 1.57608 1.1 0.1 0.2 0.543
C -1.02504 -1.17155 1.31641 -0.5 -1.0 -0.3 -1.252
C -2.00509 -2.93589 2.88202 -0.3 0.4 0.0 -0.676
O -3.38456 -2.79514 2.78467 0.0 -0.2 -0.1 -0.664
Ga -4.33677 -4.00236 1.66648 0.0 0.0 -0.3 0.490
H 1.07755 -3.81234 3.54732 -0.2 0.1 0.2 0.333
H 0.56325 -2.11462 3.34518 0.0 -0.1 0.2 0.301
H 2.00117 -2.69910 2.56172 0.0 -0.1 0.0 0.334
H 0.68012 -3.01141 0.72992 0.0 0.0 -0.1 0.188
H 0.72250 -5.28262 0.73620 0.0 -0.1 0.1 0.370
H -0.99010 -5.19933 1.13283 -0.1 0.0 0.1 0.282
H 0.21446 -5.42363 2.41297 -0.1 0.0 0.0 0.379
H -1.74774 -3.09095 0.70149 -0.4 -0.1 0.3 0.471
H -1.90685 -0.63928 1.67135 0.1 0.3 -0.1 0.376
H -0.92509 -1.06042 0.23364 0.1 0.4 0.1 0.025
H -0.12504 -0.82101 1.81787 -0.1 0.3 0.0 0.209
H -1.65313 -2.17446 3.59993 0.1 -0.1 0.1 0.204
H -1.69460 -3.90720 3.30951 -0.1 -0.1 -0.1 0.323
H -4.79974 -3.17457 0.35049 0.0 0.0 0.1 -0.291
H -3.31328 -5.16371 1.18699 0.0 0.0 0.1 -0.310
H -5.60383 -4.61239 2.44528 0.0 0.1 0.1 -0.382
O -0.01392 1.63197 3.01353 -0.5 -0.6 -2.5 -0.783
P 0.11131 3.07044 2.71856 1.2 2.3 4.3 0.749
N 1.75219 3.38415 3.11290 0.0 -0.1 -0.3 0.102
C 2.29585 4.66755 3.50224 0.0 0.3 -0.2 -0.796
C 2.71990 2.51294 2.45244 0.0 -0.4 0.1 -0.985
N -0.93546 3.76663 3.86436 0.0 -0.2 0.2 0.287
C -0.64717 4.97138 4.61128 -0.2 0.3 -0.3 -1.203
C -1.72656 2.83585 4.66598 0.0 -0.2 0.1 -0.995
N -0.11072 4.33331 1.58838 -0.8 -1.8 -1.6 0.011
C -1.51640 4.47403 1.13345 -0.2 0.2 0.2 -1.080
C 0.70877 4.18142 0.36520 0.4 0.2 0.1 -1.178
H 2.30376 5.42342 2.70115 0.0 0.0 0.0 0.288
H 3.32811 4.52903 3.82968 0.0 -0.1 -0.1 0.379
H 1.77141 5.08582 4.35487 -0.1 0.0 -0.1 0.189
H 2.82456 2.70078 1.37555 0.1 0.0 0.0 0.286
H 2.43054 1.47009 2.57881 -0.1 0.0 0.0 0.213
H 3.70436 2.63690 2.90617 0.0 0.1 0.1 0.400
H 0.02646 4.78307 5.45800 0.0 0.0 0.0 0.299
H -1.57612 5.38370 5.01690 0.0 -0.1 0.0 0.368
H -0.22030 5.74477 3.97319 0.1 -0.1 0.0 0.363
H -1.14312 2.38229 5.47560 0.0 0.0 0.0 0.299
H -2.13323 2.03626 4.05531 0.1 0.0 0.0 0.314
H -2.56892 3.37504 5.10695 0.1 0.1 0.0 0.319
H -1.88614 3.57306 0.63480 0.0 0.0 -0.1 0.346
H -1.57710 5.30782 0.43305 0.1 0.0 0.0 0.416
H -2.16968 4.69703 1.97112 0.1 -0.1 0.1 0.309
H 0.57468 3.20901 -0.11861 0.0 0.0 -0.1 0.443
H 1.76510 4.31694 0.59029 0.0 -0.1 0.1 0.246
H 0.43663 4.95889 -0.34768 -0.1 0.0 0.0 0.392
O -0.43174 -0.80813 -2.49031 1.6 1.4 1.2 -0.825
P 0.41589 -1.02071 -3.67264 -2.1 -2.7 -3.2 0.487
N -0.32860 -0.13373 -4.92273 0.1 0.4 0.3 0.166
C -0.17133 -0.37586 -6.34189 0.3 0.0 -0.2 -0.784
C -0.62523 1.25761 -4.59477 -0.3 0.1 0.3 -1.043
N 0.25932 -2.68578 -3.95837 -0.3 0.0 0.2 0.363
C 0.18900 -3.29435 -5.26926 0.4 -0.1 -0.1 -1.208
C -0.55480 -3.43465 -2.99566 -0.1 0.0 0.1 -0.909
N 2.04071 -0.95898 -4.19032 0.4 1.0 2.0 0.072
C 2.94449 -1.79941 -3.37228 0.1 -0.3 -0.1 -1.084
C 2.60630 0.40605 -4.19248 -0.1 0.1 -0.4 -1.005
H 0.83429 -0.15624 -6.73194 0.0 0.0 0.0 0.285
H -0.87819 0.25265 -6.88646 0.0 0.1 0.1 0.375
H -0.42181 -1.39616 -6.60701 0.1 0.0 0.0 0.204
H 0.26599 1.89539 -4.51934 0.0 0.0 -0.1 0.284
H -1.15366 1.31117 -3.64329 0.1 -0.1 0.0 0.240
H -1.27680 1.68980 -5.35510 0.0 -0.1 0.0 0.416
H -0.81131 -3.20893 -5.71334 0.0 0.0 0.0 0.302
H 0.42183 -4.36015 -5.19048 0.0 0.0 0.1 0.359
H 0.92705 -2.86778 -5.94862 0.0 0.1 0.0 0.391
H -1.62881 -3.30806 -3.16570 0.0 0.0 0.0 0.320
H -0.33855 -3.13283 -1.97571 0.0 0.1 0.0 0.131
H -0.31522 -4.49702 -3.08062 0.0 0.0 -0.1 0.354
H 2.96505 -1.49145 -2.32177 0.0 0.0 0.0 0.352
H 3.95535 -1.72493 -3.77537 0.0 0.1 0.0 0.414
H 2.64442 -2.84148 -3.41945 -0.1 0.0 0.0 0.306
H 2.49527 0.91529 -3.22932 0.1 0.0 0.0 0.343
H 2.13861 1.01536 -4.96455 -0.1 0.0 0.0 0.241
H 3.66805 0.35644 -4.43172 0.0 -0.1 0.0 0.389
```
Positions in Å, forces in eV/Å.

Results
Net charge = -1
Energy = -105547.111 eV